Computed, not measured: a cluster of 3 separate species, C35H33NO6 in total, with ωB97M-V with the def2-TZVPD basis set.

Geometry (Å):
O 5.9126 -8.2649 -0.3619
C 5.4921 -7.1342 -0.4909
C 4.3880 -6.6246 0.3690
C 3.8538 -7.4543 1.3469
C 2.8432 -6.9888 2.1702
C 2.3616 -5.6922 2.0218
C 2.8839 -4.8642 1.0435
C 3.8961 -5.3272 0.2119
C 4.4343 -4.4279 -0.8454
O 3.9742 -3.3169 -1.0119
C 5.5527 -4.9285 -1.6904
C 6.0928 -4.0947 -2.6618
C 7.1456 -4.5376 -3.4435
C 7.6642 -5.8151 -3.2587
C 7.1252 -6.6527 -2.2975
C 6.0668 -6.2146 -1.5115
H 4.2350 -8.4597 1.4583
H 2.4292 -7.6360 2.9318
H 1.5763 -5.3286 2.6712
H 2.5107 -3.8574 0.9187
H 5.6864 -3.1024 -2.7985
H 7.5655 -3.8867 -4.1987
H 8.4905 -6.1570 -3.8676
H 7.5206 -7.6481 -2.1518
O -3.0321 2.5028 2.6663
C -3.4194 3.5861 3.0538
C -3.0300 4.1004 4.3969
C -2.1916 3.3348 5.1977
C -1.8008 3.8074 6.4385
C -2.2447 5.0475 6.8858
C -3.0872 5.8106 6.0961
C -3.4853 5.3398 4.8510
C -4.4047 6.1686 4.0222
O -4.8372 7.2235 4.4385
C -4.7755 5.6651 2.6716
C -5.6055 6.4352 1.8670
C -5.9429 5.9912 0.5996
C -5.4522 4.7772 0.1301
C -4.6333 4.0006 0.9304
C -4.2936 4.4397 2.2039
H -1.8484 2.3734 4.8421
H -1.1469 3.2102 7.0601
H -1.9324 5.4179 7.8532
H -3.4408 6.7728 6.4392
H -5.9796 7.3794 2.2370
H -6.5872 6.5939 -0.0270
H -5.7076 4.4353 -0.8641
H -4.2481 3.0616 0.5623
C 2.1948 -0.3930 -1.9810
O 1.8529 0.5104 -3.0147
C 1.1134 1.6329 -2.5666
C -0.4124 1.5501 -2.7877
N -0.7952 2.4216 -3.9311
C -0.8864 0.1220 -3.0216
C -2.3028 -0.0516 -3.5699
C -3.4735 -0.0213 -2.5502
C -3.2934 0.8364 -1.3151
O -3.4750 2.2292 -1.5915
H 2.8261 0.1088 -1.2423
H 2.7532 -1.2263 -2.3889
H 1.3075 -0.7579 -1.4646
H 1.3018 1.7826 -1.5015
H 1.5289 2.4976 -3.0810
H -0.8734 1.9584 -1.8923
H -0.1369 3.1830 -4.0237
H -1.7067 2.8148 -3.7345
H -0.7990 -0.4409 -2.0934
H -0.2048 -0.3599 -3.7140
H -2.3199 -1.0328 -4.0378
H -2.4984 0.6453 -4.3757
H -3.7610 -1.0228 -2.2456
H -4.3542 0.3810 -3.0554
H -4.0469 0.5486 -0.5794
H -2.3254 0.6989 -0.8429
H -3.7880 2.3241 -2.5025

Results
- SMILES string: O=C1c2ccccc2C(=O)c2ccccc21.O=C1c2ccccc2C(=O)c2ccccc21.COC[C@@H](N)CCCCO
- Gap between HOMO and LUMO: 8.092 eV
- E_LUMO: -1.0 eV
- E_tot: -50605.56407 eV
- E_HOMO: -9.135 eV

Atomic partial charges in e from the Löwdin method, atoms 1 to 8: number 1, O, carries 0.11; number 2, C, carries -0.28; number 3, C, carries -0.08; number 4, C, carries 0.00; number 5, C, carries -0.06; number 6, C, carries -0.06; number 7, C, carries 0.00; number 8, C, carries -0.08

***

Computed, not measured: a structure of composition C35H34Br2N2O2 in a non-equilibrium geometry, with ωB97M-V with the def2-TZVPD basis set.

Geometry (Å):
C -3.0022 4.9897 1.5157
C -2.0611 3.8390 1.7316
C -1.7691 2.9347 0.7057
C -0.9274 1.8423 0.9206
C -0.7817 0.8160 -0.1657
C -0.3673 1.7016 2.1983
N 0.3621 0.5247 2.5019
C 1.3418 -0.0350 1.7459
N 1.5282 -1.2861 2.1760
C 2.4179 -2.1514 1.5307
C 3.4999 -1.5023 0.8952
C 3.5828 -0.0216 0.9141
C 4.5011 -2.3411 0.3791
C 4.3527 -3.7371 0.4011
C 5.4215 -4.6330 -0.1426
C 3.1950 -4.3089 0.9328
C 2.1670 -3.5262 1.4779
C 0.8789 -4.1570 1.9004
C 0.6290 -1.5619 3.2432
C -0.0581 -0.4455 3.4639
C -0.6439 2.5708 3.2624
C -0.0608 2.3317 4.6199
C -1.5031 3.6395 3.0022
H -2.9408 5.6997 2.3470
H -2.7668 5.5299 0.5957
H -4.0437 4.6585 1.4458
H -2.2344 3.0314 -0.2714
H -0.2034 -0.0805 0.1197
H -1.7911 0.4928 -0.4946
H -0.2993 1.2429 -1.0612
H 4.0850 0.4251 0.0099
H 2.3368 0.4257 0.9740
H 4.1164 0.2853 1.8476
H 5.3926 -1.8822 -0.0349
H 5.0992 -5.6789 -0.1364
H 5.6962 -4.3697 -1.1688
H 6.3333 -4.5633 0.4557
H 3.0519 -5.3972 0.9380
H 0.8847 -5.2042 1.5878
H 0.7599 -4.1769 2.9889
H -0.0041 -3.6877 1.4445
H 0.5885 -2.4977 3.7833
H -0.8030 -0.2482 4.2203
H -0.2751 3.1893 5.2665
H -0.5194 1.4583 5.1021
H 1.0308 2.2023 4.5998
H -1.7532 4.3166 3.8358
C 8.2136 0.4036 -5.1021
O 8.2695 0.9017 -3.7586
C 7.1737 1.3269 -3.0815
C 5.8593 1.4271 -3.6165
C 4.8613 2.0072 -2.8552
C 5.0904 2.3923 -1.5019
C 4.1037 3.0172 -0.6539
C 3.2950 4.1038 -1.0651
C 2.2695 4.6472 -0.1888
C 1.4209 5.6364 -0.5963
Br 0.1336 6.3732 0.5569
C 1.4364 6.1543 -1.9992
O 0.6062 6.9724 -2.4173
C 2.5497 5.6392 -2.8511
Br 2.6527 6.2502 -4.6215
C 3.4506 4.7375 -2.3643
C 6.3724 2.1196 -0.9330
C 7.4034 1.7200 -1.7327
H 9.2163 0.0152 -5.2759
H 7.4797 -0.3962 -5.1977
H 8.0033 1.1996 -5.8184
H 5.6652 1.0579 -4.6293
H 3.8592 2.1634 -3.2734
H 4.0141 2.6894 0.4029
H 2.2024 4.3142 0.8447
H 4.2965 4.4667 -3.0157
H 6.5202 2.3280 0.1367
H 8.4292 1.6754 -1.3633

Results
- Gap between HOMO and LUMO: 5.484 eV
- E_LUMO: -1.0 eV
- E_tot: -184002.71483 eV
- E_HOMO: -6.531 eV

Atomic partial charges in e from the Löwdin method, atoms 1 to 8: number 1, C, carries -0.08; number 2, C, carries -0.30; number 3, C, carries -0.01; number 4, C, carries -0.18; number 5, C, carries -0.03; number 6, C, carries -0.13; number 7, N, carries 0.00; number 8, C, carries -0.08

***

Computed, not measured: a structure of composition C35H34Cl2IrN7O2S2 in a non-equilibrium geometry, with ωB97M-V with the def2-TZVPD basis set.

Geometry (Å):
Ir -0.8122 0.6273 -0.5070
C -1.9567 2.8954 2.0373
C -0.5801 2.4978 1.6067
N -0.2806 2.5859 0.3128
N 0.7922 3.1007 -0.1504
C 1.3309 2.8282 -1.2967
S 0.9023 1.5317 -2.3153
S 2.6123 3.9383 -1.7798
C 3.7823 3.7100 -0.3526
C 4.8197 2.7429 -0.8179
C 6.0534 3.1896 -1.2785
C 6.9518 2.2996 -1.8410
C 6.6213 0.9595 -1.9585
C 5.4052 0.5025 -1.4746
C 4.5098 1.3884 -0.9044
C 0.4281 2.0126 2.4834
C 0.4740 2.3244 3.8499
C 1.6021 2.0604 4.5826
C 2.6992 1.4302 3.9795
C 2.6397 0.9974 2.6826
C 1.4688 1.1860 1.8969
O 1.3063 0.5728 0.7899
H -1.9400 3.9032 2.4574
H -2.6121 2.9071 1.1687
H -2.3541 2.2232 2.7954
H 4.1951 4.6922 -0.1374
H 3.1953 3.3500 0.4901
H 6.3088 4.2364 -1.2015
H 7.9015 2.6568 -2.2111
H 7.3072 0.2745 -2.4342
H 5.1479 -0.5432 -1.5644
H 3.5538 1.0428 -0.5356
H -0.3477 2.8580 4.2985
H 1.6706 2.3789 5.6084
H 3.5926 1.2567 4.5610
H 3.4677 0.4668 2.2369
Cl -3.2553 4.0806 -3.4387
C -3.7462 2.4523 -3.2703
C -4.8104 1.9602 -4.0177
C -5.2139 0.6459 -3.8981
Cl -6.5755 0.0922 -4.7872
C -4.5097 -0.2558 -3.0554
C -4.8136 -1.6203 -2.9104
C -4.0486 -2.3970 -2.0739
C -2.9643 -1.8199 -1.4077
N -2.6533 -0.5459 -1.5233
C -3.4129 0.2408 -2.3062
C -3.0495 1.6367 -2.3407
O -2.1622 2.0830 -1.5598
H -5.3274 2.6210 -4.6970
H -5.6393 -2.0485 -3.4559
H -4.2708 -3.4435 -1.9354
H -2.3339 -2.4093 -0.7576
N -6.1897 -1.2875 2.8790
C -5.0526 -1.1664 2.8484
C -3.6436 -1.0472 2.7735
C -2.8279 -1.5101 3.8059
C -1.4585 -1.4400 3.6268
C -0.9631 -0.9099 2.4457
N -1.7382 -0.4377 1.4742
C -3.0509 -0.4999 1.6354
H -3.2620 -1.9017 4.7132
H -0.7763 -1.8095 4.3749
H 0.1002 -0.8560 2.2754
H -3.6699 -0.1201 0.8360
C 2.0789 -3.7672 -0.7289
C 0.5659 -3.8261 -0.4967
C 0.2625 -4.6972 0.7242
C -0.1513 -4.3825 -1.7264
N 0.0076 -2.4988 -0.1741
N 0.2366 -1.4488 -1.0952
H 2.4920 -4.7703 -0.7436
H 2.5643 -3.2146 0.0733
H 2.3212 -3.2939 -1.6772
H 0.4788 -5.7395 0.5086
H -0.7856 -4.6106 0.9982
H 0.8701 -4.3913 1.5728
H 0.1288 -5.4208 -1.8789
H 0.1109 -3.8345 -2.6294
H -1.2282 -4.3363 -1.5868
H 0.3904 -2.2020 0.7180
H -0.1075 -1.7404 -2.0087
H 1.2263 -1.1957 -1.1802

Results
- Energy relative to the best compared isomer or geometry (same formula, charge and spin): 40.2 kcal per mole
- ⟨S²⟩: 8.834
- Charge: +1
- Gap between HOMO and LUMO (alpha / beta): 6.213 / 4.777 eV
- E_LUMO (alpha / beta): -3.5 / -5.5 eV
- E_tot: -100916.57655 eV
- Multiplicity: 6
- E_HOMO (alpha / beta): -9.736 / -10.289 eV

Atomic partial charges in e from the Löwdin method, atoms 1 to 8: number 1, Ir, carries 1.19; number 2, C, carries 0.00; number 3, C, carries -0.26; number 4, N, carries -0.11; number 5, N, carries -0.03; number 6, C, carries -1.09; number 7, S, carries 0.67; number 8, S, carries 0.93

***

Q: Which of these has the highest E_tot?
A: C35H33NO6

***

Q: What is the E_tot in the third record?
A: -100916.57655 eV

***

Q: Which value of E_tot does entry 1 give?
A: -50605.56407 eV

***

Q: Which of these has the lowest E_tot?
A: C35H34Br2N2O2